The following is a DFT calculation (ωB97M-V/def2-TZVPD) of 2 unconnected molecules or ions with the total composition C4H7NO.

XYZ file:
```
13
Properties=species:S:1:pos:R:3:mulliken_charge:R:1
C 2.03 -0.43 0.55 -0.8056
C 0.71 -0.33 0.65 0.4520
N 0.06 0.88 0.96 -0.3925
C -1.08 0.78 0.42 -0.2858
C -1.39 -0.62 -0.06 -0.1199
O -0.16 -1.28 0.18 -0.3596
H 2.65 0.38 0.91 0.2984
H 0.43 0.84 -1.96 0.1151
H 2.44 -1.33 0.12 0.2770
H -1.76 1.63 0.35 0.3935
H -0.07 1.24 -1.57 -0.0937
H -1.68 -0.71 -1.11 0.2611
H -2.18 -1.05 0.56 0.2600
```

Its frontier orbital gap is 9.526 eV. Its calculated total energy is -7796.719 eV. The largest force on an atom comes out at 0.73 eV/Å. As for the structure (SMILES): C=C1N=CCO1.[H][H]. The energy above the lowest of the compared OMol25 structures with the same formula, charge and spin comes out at 282.2 kJ/mol.

***

The following is a DFT calculation (ωB97M-V/def2-TZVPD) of 6 unconnected molecules or ions with the total composition C26H43BN2O18 in a non-equilibrium geometry.

XYZ file:
```
90
Properties=species:S:1:pos:R:3:mulliken_charge:R:1
C 4.69 -5.13 -1.76 0.0004
C 4.54 -4.16 -2.44 -1.0588
C 4.41 -2.89 -3.16 0.0760
N 4.31 -1.79 -2.18 0.2630
C 2.98 -1.23 -2.10 0.2213
O 2.56 -0.84 -1.05 -0.4974
O 2.29 -1.10 -3.26 -0.4247
B 1.15 -1.93 -3.40 0.6233
O 0.71 -2.09 -4.69 -0.5520
C 0.38 -2.60 -2.22 -0.5302
C -0.37 -1.48 -1.42 -0.3127
C 5.17 -0.67 -2.49 0.1336
C 5.81 -0.01 -1.46 -0.3951
C 6.60 1.08 -1.79 -0.3050
N 6.79 1.57 -3.01 -0.5937
C 6.18 0.91 -4.00 -0.6635
C 5.37 -0.18 -3.76 0.0142
H 4.70 -6.12 -1.39 0.4666
H 3.59 -2.95 -3.86 0.1780
H 5.32 -2.78 -3.75 0.4642
H 1.42 -2.35 -5.29 0.2945
H 1.05 -3.14 -1.56 0.3143
H -0.36 -3.29 -2.59 0.3618
H -0.16 -0.50 -1.84 0.4096
H -0.05 -1.46 -0.39 -0.4191
H -1.44 -1.61 -1.47 0.3973
H 5.70 -0.34 -0.44 0.4592
H 7.08 1.61 -0.98 0.3753
H 6.30 1.28 -5.01 0.4175
H 4.89 -0.66 -4.60 0.4082
C -4.14 -1.47 3.40 -0.6301
O -3.16 -1.00 2.47 -0.1333
C -2.53 0.12 2.83 0.7705
O -2.70 0.73 3.85 -0.5870
O -1.66 0.42 1.87 -0.2047
C -0.88 1.59 2.11 -0.7909
H -4.57 -2.37 2.98 0.2314
H -3.68 -1.71 4.35 0.0932
H -4.93 -0.74 3.53 0.2724
H -0.27 1.46 3.01 0.3423
H -1.52 2.47 2.20 0.3070
H -0.22 1.71 1.26 0.2305
C 5.46 8.67 -2.11 -0.6262
O 5.67 7.72 -3.15 -0.3201
C 5.29 6.48 -2.85 0.7725
O 4.81 6.13 -1.80 -0.5412
O 5.54 5.70 -3.90 -0.3269
C 5.18 4.33 -3.70 -0.4928
H 5.80 9.63 -2.49 0.2161
H 4.40 8.74 -1.86 0.2921
H 6.04 8.41 -1.23 0.2918
H 4.11 4.24 -3.52 0.3137
H 5.75 3.90 -2.89 0.2426
H 5.43 3.81 -4.62 0.1675
C -3.57 -3.59 0.38 -0.4979
O -4.02 -3.95 -0.93 -0.2089
C -5.20 -4.56 -0.95 0.6830
O -5.89 -4.81 0.01 -0.5479
O -5.50 -4.84 -2.22 -0.3404
C -6.76 -5.50 -2.39 -0.6445
H -2.60 -3.11 0.27 0.0746
H -4.26 -2.89 0.84 0.2540
H -3.45 -4.48 1.00 0.3777
H -7.57 -4.87 -2.03 0.2949
H -6.77 -6.45 -1.87 0.2933
H -6.88 -5.67 -3.46 0.2193
C 1.22 -2.28 2.12 -0.2266
O 0.97 -2.16 3.52 -0.3834
C -0.13 -2.78 3.93 0.8709
O -0.90 -3.40 3.23 -0.5537
O -0.25 -2.60 5.24 -0.3595
C -1.41 -3.21 5.82 -0.1886
H 2.14 -1.73 1.91 0.2619
H 1.36 -3.32 1.83 0.3414
H 0.41 -1.83 1.55 -0.2256
H -1.38 -4.29 5.68 0.3111
H -2.32 -2.80 5.39 -0.0513
H -1.38 -2.99 6.88 0.2322
C -5.11 2.33 3.71 -0.5326
O -5.82 3.43 4.29 -0.3292
C -5.89 4.50 3.50 0.7338
O -5.43 4.60 2.39 -0.5442
O -6.57 5.45 4.15 -0.3298
C -6.72 6.66 3.41 -0.6337
H -5.11 1.53 4.45 0.2822
H -5.61 1.99 2.81 0.2805
H -4.08 2.60 3.50 0.2685
H -7.28 6.49 2.49 0.2911
H -5.75 7.10 3.18 0.2953
H -7.28 7.34 4.04 0.2156
```

Its frontier orbital gap is 10.424 eV. Its calculated total energy is -68171.091 eV. The largest force on an atom comes out at 1.69 eV/Å. As for the structure (SMILES): C#CCN(C(=O)OB(O)CC)c1ccncc1.COC(=O)OC.COC(=O)OC.COC(=O)OC.COC(=O)OC.COC(=O)OC. The energy above the lowest of the compared OMol25 structures with the same formula, charge and spin comes out at 0.0 kJ/mol.

***

The following is a DFT calculation (ωB97M-V/def2-TZVPD) of 2 unconnected molecules or ions with the total composition FH2NO2S in a non-equilibrium geometry.

XYZ file:
```
7
Properties=species:S:1:pos:R:3:mulliken_spin:R:1
N -0.11 -0.54 0.26 0.4044
O 0.33 -1.27 1.25 0.6184
O 0.14 0.31 -2.97 0.3101
F -1.86 -0.53 -1.85 0.0157
S -0.31 -0.88 -2.34 0.6731
H -1.19 -0.34 0.14 -0.0098
H 0.52 0.20 0.03 -0.0119
```

Its frontier orbital gap (alpha / beta) is 8.973 / 8.815 eV. Its calculated total energy is -19166.064 eV. Its spin multiplicity is 3. The largest force on an atom comes out at 3.13 eV/Å. The energy above the lowest of the compared OMol25 structures with the same formula, charge and spin comes out at 0.0 kJ/mol. Its expectation value of S² is 2.008.